[1]
Molecular formula: C5H10S2Se
Method: DFT, wB97M-V/def2-TZVPD

Structure (ORCA input):
```
! RIJCOSX wB97M-V def2-TZVPD def2/J DEFGRID3
* xyz 0 3
C -0.31 -1.19 0.93
C 0.95 -0.67 0.24
C -1.63 -0.90 0.37
C -0.74 1.02 -1.49
C 1.19 0.79 0.28
S 0.64 1.75 1.61
S 2.74 1.14 -0.67
Se -2.01 0.99 -0.13
H -0.12 -2.23 0.90
H -0.07 -0.64 1.85
H 1.77 -1.12 0.87
H 1.16 -1.17 -0.80
H -1.70 -1.36 -0.69
H -2.55 -1.45 0.88
H -0.82 2.11 -1.68
H -0.26 0.34 -2.15
H 0.63 2.83 0.93
H 2.13 2.31 -0.96
*
```

Output
HOMO (spin up / spin down) in eV: -6.284 / -8.450
Expectation value of S²: 2.0114
ΔE to the lowest compared entry with this formula, charge and spin in kJ/mol: 41.7
E in eV: -92358.328

[2]
Molecular formula: C5H10Si
Method: DFT, wB97M-V/def2-TZVPD

Structure (ORCA input):
```
! RIJCOSX wB97M-V def2-TZVPD def2/J DEFGRID3
* xyz 0 1
C -0.17 -0.17 2.11
C -0.22 -1.26 2.81
C -0.18 -1.29 -1.33
C -0.14 0.12 -1.73
C 0.69 1.00 -0.76
Si -0.14 1.24 0.96
H -0.42 -1.25 3.88
H -0.06 -2.26 2.40
H 0.72 -1.87 -1.39
H -1.06 -1.74 -0.93
H 0.35 0.20 -2.71
H -1.15 0.53 -1.81
H 1.68 0.57 -0.63
H 0.86 1.97 -1.23
H -1.54 1.61 0.71
H 0.63 2.32 1.59
*
```

Output
HOMO (spin up / spin down) in eV: -8.061 / -7.998
ΔE to the lowest compared entry with this formula, charge and spin in kJ/mol: 353.8
E in eV: -13220.171

[3]
Molecular formula: C5H11B2F2N4O7P
Method: DFT, wB97M-V/def2-TZVPD

Structure (ORCA input):
```
! RIJCOSX wB97M-V def2-TZVPD def2/J DEFGRID3
* xyz 0 1
N 3.06 -2.01 1.88
B 2.59 -1.02 0.96
O 3.26 0.09 0.72
N 1.31 -1.12 0.17
C 0.20 -1.48 0.71
N 0.03 -1.78 2.06
C -1.11 -0.85 2.33
C -2.00 -1.11 1.08
P -3.26 0.19 0.63
O -3.07 0.44 -0.97
O -2.56 1.45 1.37
N -0.99 -1.60 0.06
H 2.67 -1.84 2.80
H 2.71 -2.92 1.62
H 4.05 0.07 1.28
H 1.25 -0.87 -0.84
H -0.35 -2.72 2.13
H -0.72 0.14 2.18
H -1.57 -1.02 3.27
H -2.62 -1.95 1.34
H -2.73 -0.31 -1.46
H -3.26 2.11 1.47
H -0.93 -0.86 -0.65
B 0.36 3.07 -3.44
O -0.09 2.96 -1.99
C 0.20 1.79 -1.56
O -0.02 1.35 -0.45
C 0.87 0.98 -2.68
O 1.26 -0.18 -2.56
O 0.95 1.71 -3.73
F 1.30 4.04 -3.57
F -0.72 3.30 -4.24
*
```

Output
HOMO in eV: -9.515
E in eV: -41742.081

> Which of these has the highest E?

C5H10Si

> Look up the E of the third one.

-41742.081 eV

> Which of these has the highest E?

C5H10Si

> Which formula does entry 1 have?

C5H10S2Se